Record 1
9
Properties=species:S:1:pos:R:3:nbo_charge:R:1 method="wB97M-V/def2-TZVPD" smiles="CC(=O)C(=O)Cl" total_charge=0 homo_lumo_gap_ev=9.829 homo_ev=-10.2
C 0.139 -0.707 -0.307 0.53
C 1.208 0.435 -0.288 0.40
C -1.114 0.064 0.243 -0.75
O 0.209 -1.880 -0.482 -0.47
O 1.220 1.419 -0.977 -0.48
Cl 2.472 0.162 0.828 0.01
H -2.122 -0.384 -0.254 0.25
H -0.975 1.155 -0.062 0.25
H -1.037 -0.265 1.298 0.26

Record 2
65
Properties=species:S:1:pos:R:3:nbo_charge:R:1 method="wB97M-V/def2-TZVPD" multiplicity=4 s_squared=3.94 total_charge=+1 homo_lumo_gap_ev="6.498 / 5.205" homo_ev="-10.0 / -10.7"
Tc 0.025 0.492 -0.027 1.08
C -3.669 0.695 -3.940 -0.20
C -3.428 -0.506 -3.284 -0.20
C -2.867 -0.508 -2.015 -0.24
C -2.545 0.695 -1.393 0.19
C -2.812 1.897 -2.040 -0.26
C -3.363 1.897 -3.315 -0.19
N -1.924 0.704 -0.101 -0.58
C -2.615 0.474 1.084 0.14
C -3.995 0.359 1.238 -0.25
C -4.509 0.195 2.511 -0.16
C -3.676 0.155 3.641 -0.22
C -2.311 0.273 3.504 -0.20
C -1.790 0.416 2.216 0.13
N -0.455 0.526 1.871 -0.17
N 0.521 0.692 2.772 -0.29
C 1.556 1.271 2.152 0.37
C 2.805 1.524 2.841 -0.19
C 4.032 1.782 2.210 -0.25
C 4.343 2.096 0.903 -0.08
C 3.416 2.533 -0.207 -0.33
N 1.439 1.560 0.842 -0.51
H -4.106 0.694 -4.930 0.23
H -3.677 -1.446 -3.762 0.23
H -2.674 -1.443 -1.501 0.22
H -2.617 2.825 -1.518 0.22
H -3.575 2.836 -3.810 0.23
H -4.644 0.407 0.372 0.23
H -5.580 0.105 2.640 0.23
H -4.110 0.037 4.625 0.23
H -1.642 0.251 4.354 0.24
H 2.812 1.318 3.903 0.24
H 4.888 1.692 2.870 0.24
H 5.398 2.114 0.651 0.21
H 3.836 3.475 -0.592 0.26
C 3.404 1.557 -1.357 -0.08
C 2.354 1.125 -2.081 -0.24
C 0.963 1.535 -2.052 -0.28
C 0.490 2.803 -1.567 -0.23
C 1.049 3.475 -0.537 -0.11
C 2.045 2.821 0.372 -0.10
H 4.375 1.144 -1.612 0.22
H 2.570 0.362 -2.820 0.23
H 0.342 1.083 -2.821 0.25
H -0.365 3.233 -2.075 0.25
H 0.691 4.464 -0.278 0.23
H 2.191 3.473 1.231 0.23
C 3.106 -2.099 -1.042 -0.64
C 2.052 -3.012 -0.489 0.04
C 2.251 -4.375 -0.437 -0.22
C 1.270 -5.219 0.073 -0.13
C 0.074 -4.701 0.559 -0.22
C -0.180 -3.344 0.531 0.02
C -1.436 -2.799 1.133 -0.63
C 0.817 -2.487 -0.017 0.13
N 0.652 -1.138 -0.090 -0.36
H 4.053 -2.626 -1.143 0.23
H 3.247 -1.226 -0.402 0.23
H 2.816 -1.733 -2.029 0.22
H 3.188 -4.785 -0.794 0.22
H 1.444 -6.287 0.106 0.23
H -0.670 -5.365 0.980 0.23
H -2.133 -3.604 1.359 0.23
H -1.930 -2.089 0.473 0.22
H -1.216 -2.272 2.063 0.24

Record 3
75
Properties=species:S:1:pos:R:3:mulliken_charge:R:1 method="wB97M-V/def2-TZVPD" total_charge=+1 homo_lumo_gap_ev=5.121 homo_ev=-8.6
Sc 0.194 0.994 0.286 -0.47
C 4.568 -0.043 1.184 -1.19
C 5.249 1.019 0.630 -0.68
C 4.533 2.141 0.228 -0.85
C 3.166 2.150 0.397 0.84
N 2.492 1.110 0.923 0.21
C 3.187 0.039 1.307 0.02
C 2.325 3.320 0.020 0.46
C 2.816 4.595 -0.219 -0.83
C 1.913 5.611 -0.470 -0.78
C 0.550 5.358 -0.416 -0.92
C 0.140 4.066 -0.155 0.70
N 1.019 3.075 -0.005 0.28
C -1.282 3.689 0.128 0.82
C -2.355 4.436 -0.311 -0.71
C -3.634 4.085 0.102 -0.47
C -3.792 3.013 0.956 -0.72
C -2.667 2.294 1.317 -0.28
N -1.437 2.601 0.905 -0.04
H 5.075 -0.944 1.501 0.49
H 6.323 0.983 0.502 0.44
H 5.038 2.981 -0.228 0.34
H 2.624 -0.789 1.707 0.57
H 3.876 4.798 -0.178 0.38
H 2.270 6.614 -0.663 0.45
H -0.169 6.157 -0.529 0.40
H -2.197 5.286 -0.961 0.38
H -4.492 4.650 -0.240 0.45
H -4.766 2.712 1.317 0.42
H -2.754 1.432 1.964 0.49
C -4.448 -1.447 -2.924 -0.95
N -4.308 -1.517 -1.485 0.07
C -5.169 -2.376 -0.678 -0.71
C -4.546 -2.255 0.720 -0.44
N -3.688 -1.076 0.570 0.01
C -3.472 -0.786 -0.740 0.44
S -2.367 0.322 -1.343 -0.54
H -4.249 -2.425 -3.365 0.32
H -3.736 -0.726 -3.312 0.29
H -5.460 -1.138 -3.192 0.33
H -5.149 -3.395 -1.061 0.42
H -6.200 -2.019 -0.707 0.32
H -3.957 -3.135 0.981 0.18
H -5.296 -2.094 1.491 0.37
H -2.913 -0.947 1.199 0.13
C -1.115 -2.879 1.971 -1.39
C 0.304 -2.566 2.444 0.23
C 0.388 -1.219 3.174 -1.01
C 1.289 -2.740 1.298 0.77
C 2.240 -3.749 1.406 -0.85
C 3.142 -4.015 0.388 -1.35
C 3.045 -3.270 -0.776 -1.03
C 2.102 -2.256 -0.934 1.04
C 2.048 -1.534 -2.268 0.24
C 2.486 -0.065 -2.204 -1.00
C 0.692 -1.666 -2.962 -1.40
C 1.229 -1.937 0.127 -0.43
N 0.404 -0.829 0.072 1.08
H -1.839 -2.768 2.789 0.48
H -1.174 -3.905 1.604 0.44
H -1.366 -2.217 1.144 -0.05
H 0.563 -3.317 3.195 0.67
H 0.287 -0.394 2.469 -0.18
H 1.351 -1.100 3.677 0.34
H -0.391 -1.137 3.938 0.53
H 2.266 -4.347 2.314 0.42
H 3.879 -4.802 0.486 0.40
H 3.716 -3.486 -1.602 0.40
H 2.775 -2.045 -2.905 0.66
H 1.704 0.551 -1.751 0.03
H 2.662 0.330 -3.207 0.55
H 3.401 0.061 -1.618 0.16
H -0.098 -1.189 -2.381 0.02
H 0.422 -2.718 -3.086 0.38
H 0.729 -1.208 -3.955 0.44

M list, top to bottom, in g/mol: 106.508, 568.600, 569.694